i) A 2-piece molecular cluster, CIO4S overall, computed with wB97M-V/def2-TZVPD.

As for the total charge: -1.

Geometry (Å):
C1 -0.020 0.114 -1.761
O1 1.447 -0.700 0.026
O2 -0.001 -0.890 -2.320
O3 -1.039 -1.008 0.413
O4 0.112 1.246 0.732
S1 0.089 -0.104 0.183
I1 -1.482 4.150 -2.316

---

ii) A 2-piece molecular cluster, CIO4S overall, computed with wB97M-V/def2-TZVPD.

As for the total charge: -1.

Geometry (Å):
C1 2.140 -1.432 1.864
O1 -0.010 2.462 0.828
O2 1.699 -0.467 1.367
O3 -0.856 0.315 -0.075
O4 0.684 1.692 -1.343
S1 0.104 1.403 -0.086
I1 0.578 -3.365 1.901

---

ii) wins, 6.8 kcal/mol ahead of the next structure.

---

i) A 9-piece molecular cluster, C44H113N11O16 overall, computed with wB97M-V/def2-TZVPD.

As for the total charge: 0. As for the structure (SMILES): COCCNCCOC.COCCNCCOC.COCCNCCOC.COCCNCCOC.COCCNCCOC.COCCNCCOC.COCCNCCOC.NC(N)=O.NC(N)=O.

Geometry (Å):
C1 4.639 -2.368 4.392
O1 5.306 -3.604 4.801
C2 6.360 -3.922 3.965
C3 7.048 -5.194 4.499
N1 8.108 -4.803 5.454
C4 8.803 -5.985 5.850
C5 8.073 -6.724 7.055
O2 7.640 -5.804 8.044
C6 8.641 -5.154 8.822
H1 5.378 -1.630 4.081
H2 4.084 -2.023 5.264
H3 3.954 -2.561 3.566
H4 6.934 -3.075 3.589
H5 5.951 -4.110 2.972
H6 7.431 -5.811 3.685
H7 6.288 -5.844 4.933
H8 7.668 -4.599 6.340
H9 9.831 -5.797 6.159
H10 8.988 -6.611 4.978
H11 8.821 -7.359 7.529
H12 7.222 -7.273 6.653
H13 9.544 -5.695 9.104
H14 8.141 -4.990 9.777
H15 8.876 -4.214 8.322
C7 -4.556 -7.601 -13.043
O3 -4.626 -6.248 -12.764
C8 -5.053 -5.754 -11.493
C9 -4.169 -6.302 -10.350
N2 -2.853 -5.665 -10.342
C10 -1.963 -6.188 -9.338
C11 -2.266 -5.815 -7.847
O4 -2.073 -4.399 -7.607
C12 -2.279 -3.917 -6.298
H16 -3.750 -8.060 -12.470
H17 -4.312 -7.730 -14.097
H18 -5.482 -8.137 -12.833
H19 -6.061 -6.154 -11.386
H20 -5.171 -4.681 -11.342
H21 -4.164 -7.392 -10.382
H22 -4.600 -5.924 -9.422
H23 -2.368 -5.672 -11.228
H24 -0.969 -5.780 -9.523
H25 -1.785 -7.263 -9.386
H26 -1.674 -6.367 -7.118
H27 -3.263 -6.137 -7.544
H28 -2.438 -2.849 -6.451
H29 -1.511 -4.045 -5.535
H30 -3.230 -4.277 -5.904
C13 -9.060 2.036 2.547
O5 -8.764 1.124 1.514
C14 -7.513 0.520 1.658
C15 -7.203 -0.271 0.382
N3 -6.379 0.480 -0.526
C16 -6.212 -0.328 -1.715
C17 -5.728 0.592 -2.889
O6 -4.511 1.168 -2.556
C18 -3.792 1.853 -3.607
H31 -8.378 2.877 2.676
H32 -9.041 1.556 3.526
H33 -10.029 2.499 2.361
H34 -7.474 -0.204 2.472
H35 -6.772 1.249 1.984
H36 -8.190 -0.590 0.045
H37 -6.643 -1.121 0.773
H38 -6.975 1.236 -0.831
H39 -7.170 -0.773 -1.984
H40 -5.450 -1.080 -1.511
H41 -6.464 1.371 -3.092
H42 -5.681 -0.017 -3.791
H43 -2.882 2.354 -3.279
H44 -4.437 2.640 -3.999
H45 -3.576 1.263 -4.498
C19 1.926 4.336 -0.472
O7 2.941 3.510 0.105
C20 3.081 3.605 1.511
C21 4.166 2.692 1.915
N4 5.466 3.301 1.474
C22 6.557 2.414 1.872
C23 7.920 2.675 1.244
O8 8.022 2.063 -0.015
C24 9.344 2.113 -0.477
H46 1.289 4.928 0.186
H47 1.163 3.807 -1.043
H48 2.370 5.041 -1.175
H49 2.113 3.304 1.913
H50 3.317 4.591 1.913
H51 4.079 1.708 1.456
H52 4.058 2.466 2.976
H53 5.549 3.273 0.468
H54 6.301 1.458 1.414
H55 6.606 2.433 2.961
H56 8.717 2.335 1.905
H57 8.049 3.757 1.192
H58 9.820 3.077 -0.659
H59 9.397 1.685 -1.478
H60 10.063 1.563 0.130
C25 7.304 -1.789 -2.271
O9 6.073 -2.256 -1.740
C26 4.948 -1.697 -2.364
C27 4.667 -0.264 -1.788
N5 3.791 0.474 -2.737
C28 4.469 0.813 -4.031
C29 5.342 2.062 -3.851
O10 4.610 3.172 -3.345
C30 5.453 4.335 -3.165
H61 7.372 -0.704 -2.200
H62 7.423 -2.145 -3.294
H63 8.139 -2.246 -1.740
H64 4.136 -2.352 -2.050
H65 5.097 -1.849 -3.433
H66 5.612 0.214 -1.528
H67 4.039 -0.347 -0.900
H68 3.325 1.246 -2.281
H69 3.653 0.949 -4.742
H70 5.144 0.028 -4.372
H71 5.826 2.325 -4.791
H72 6.098 1.719 -3.144
H73 4.764 5.177 -3.104
H74 6.158 4.527 -3.975
H75 5.996 4.271 -2.222
C31 -7.083 14.406 -2.555
O11 -6.398 14.144 -1.302
C32 -5.787 12.917 -1.347
C33 -5.370 12.747 0.103
N6 -4.509 11.547 0.347
C34 -5.018 10.233 -0.013
C35 -4.201 9.248 0.821
O12 -4.639 7.941 0.531
C36 -4.198 6.962 1.458
H76 -7.465 15.422 -2.452
H77 -7.960 13.764 -2.635
H78 -6.348 14.389 -3.360
H79 -4.908 12.929 -1.990
H80 -6.512 12.141 -1.591
H81 -6.295 12.676 0.675
H82 -4.840 13.620 0.484
H83 -4.122 11.555 1.280
H84 -4.996 9.924 -1.058
H85 -6.066 10.051 0.225
H86 -4.443 9.446 1.865
H87 -3.122 9.333 0.693
H88 -4.674 6.035 1.137
H89 -4.673 7.194 2.411
H90 -3.120 7.006 1.609
C37 0.062 -5.025 1.601
O13 -1.125 -5.709 2.066
C38 -2.295 -4.994 2.123
C39 -2.425 -4.106 3.398
N7 -2.581 -5.009 4.535
C40 -2.544 -4.247 5.811
C41 -2.797 -5.100 7.069
O14 -1.843 -6.159 7.283
C42 -1.952 -6.874 8.493
H91 0.392 -4.232 2.272
H92 -0.110 -4.792 0.550
H93 0.984 -5.606 1.605
H94 -3.128 -5.688 2.011
H95 -2.399 -4.369 1.236
H96 -3.257 -3.426 3.214
H97 -1.568 -3.482 3.649
H98 -1.807 -5.642 4.674
H99 -3.330 -3.499 5.914
H100 -1.563 -3.775 5.752
H101 -3.811 -5.497 7.124
H102 -2.694 -4.405 7.903
H103 -1.890 -6.160 9.315
H104 -1.044 -7.477 8.520
H105 -2.865 -7.444 8.667
N8 -2.318 0.509 0.660
C43 -1.172 0.097 0.304
N9 -1.104 -0.092 -1.006
O15 -0.295 -0.120 1.093
H106 -3.089 0.535 0.009
H107 -2.525 0.897 1.569
H108 -0.223 -0.418 -1.376
H109 -1.868 0.223 -1.587
N10 -0.770 0.856 5.251
C44 -1.948 0.624 5.768
N11 -1.832 0.483 7.041
O16 -2.898 0.451 5.082
H110 -0.649 0.893 4.249
H111 0.094 0.893 5.773
H112 -0.936 0.232 7.433
H113 -2.669 0.303 7.578

---

ii) A 9-piece molecular cluster, C44H113N11O16 overall, computed with wB97M-V/def2-TZVPD.

As for the total charge: 0. As for the structure (SMILES): COCCNCCOC.COCCNCCOC.COCCNCCOC.COCCNCCOC.COCCNCCOC.COCCNCCOC.COCCNCCOC.NC(N)=O.NC(N)=O.

Geometry (Å):
C1 -1.666 4.758 0.072
O1 -1.567 3.623 -0.805
C2 -2.653 3.468 -1.745
C3 -2.764 1.960 -2.213
N1 -3.509 1.085 -1.364
C4 -3.551 -0.311 -1.808
C5 -4.194 -0.618 -3.174
O2 -3.217 -0.474 -4.164
C6 -3.476 -0.967 -5.430
H1 -2.401 4.726 0.877
H2 -1.895 5.588 -0.597
H3 -0.743 5.058 0.569
H4 -2.454 4.139 -2.581
H5 -3.602 3.724 -1.273
H6 -1.784 1.501 -2.348
H7 -3.139 1.975 -3.236
H8 -2.991 1.144 -0.499
H9 -4.240 -0.727 -1.072
H10 -2.529 -0.665 -1.677
H11 -5.156 -0.194 -3.461
H12 -4.384 -1.690 -3.110
H13 -3.992 -0.186 -5.989
H14 -4.190 -1.788 -5.366
H15 -2.591 -1.281 -5.984
C7 3.662 7.868 -3.847
O3 3.311 6.532 -3.630
C8 3.161 5.863 -4.901
C9 2.573 4.394 -4.744
N2 1.111 4.353 -4.505
C10 0.457 3.073 -4.133
C11 1.051 1.853 -4.818
O4 0.346 0.737 -4.341
C12 0.636 -0.444 -5.092
H16 4.616 8.071 -4.333
H17 3.687 8.341 -2.865
H18 2.857 8.358 -4.395
H19 4.147 5.822 -5.364
H20 2.649 6.511 -5.612
H21 2.911 4.108 -3.748
H22 2.813 3.708 -5.556
H23 0.744 5.231 -4.169
H24 -0.631 3.141 -4.098
H25 0.783 2.863 -3.114
H26 2.116 1.819 -4.588
H27 0.873 1.914 -5.892
H28 1.541 -0.943 -4.747
H29 0.590 -0.390 -6.180
H30 0.009 -1.272 -4.760
C13 -3.647 1.405 3.164
O5 -4.376 2.550 3.206
C14 -3.727 3.677 3.693
C15 -3.214 3.680 5.157
N3 -2.569 4.888 5.440
C16 -2.269 5.311 6.802
C17 -3.533 5.540 7.660
O6 -4.351 6.534 7.077
C18 -5.482 6.726 7.850
H31 -2.994 1.539 2.302
H32 -4.454 0.773 2.792
H33 -3.276 1.010 4.110
H34 -4.443 4.497 3.640
H35 -2.930 3.938 2.996
H36 -2.546 2.843 5.362
H37 -4.146 3.604 5.717
H38 -3.212 5.642 5.242
H39 -1.625 6.189 6.846
H40 -1.677 4.555 7.319
H41 -3.049 6.074 8.478
H42 -3.922 4.623 8.103
H43 -5.146 7.133 8.804
H44 -6.041 5.816 8.065
H45 -6.133 7.503 7.450
C19 6.973 1.055 3.958
O7 6.594 1.150 2.567
C20 5.437 0.326 2.290
C21 5.062 0.532 0.804
N4 4.786 1.954 0.455
C22 3.825 2.662 1.304
C23 3.237 3.859 0.502
O8 4.228 4.835 0.268
C24 3.573 5.961 -0.442
H46 7.246 0.006 4.075
H47 6.119 1.317 4.582
H48 7.841 1.599 4.332
H49 4.530 0.595 2.831
H50 5.630 -0.712 2.562
H51 4.226 -0.141 0.614
H52 5.920 0.242 0.196
H53 5.638 2.492 0.510
H54 4.295 3.067 2.200
H55 3.013 1.965 1.511
H56 2.418 4.336 1.041
H57 2.887 3.433 -0.439
H58 4.360 6.494 -0.975
H59 3.070 6.615 0.270
H60 2.825 5.543 -1.116
C25 6.039 -2.974 -1.626
O9 5.199 -2.802 -0.529
C26 5.468 -3.776 0.546
C27 5.049 -3.289 1.949
N5 3.726 -2.676 1.775
C28 2.708 -3.813 1.764
C29 1.259 -3.272 1.399
O10 0.387 -4.456 1.485
C30 -0.073 -4.938 2.701
H61 7.084 -3.013 -1.318
H62 6.036 -2.185 -2.378
H63 5.844 -3.959 -2.049
H64 6.551 -3.896 0.542
H65 5.063 -4.738 0.231
H66 5.841 -2.604 2.252
H67 5.066 -4.105 2.672
H68 3.886 -2.350 0.832
H69 2.589 -4.330 2.716
H70 3.011 -4.479 0.955
H71 1.213 -2.836 0.402
H72 0.964 -2.538 2.149
H73 0.756 -5.485 3.151
H74 -0.799 -5.742 2.582
H75 -0.518 -4.271 3.440
C31 -5.740 -4.080 -1.759
O11 -6.229 -3.076 -0.889
C32 -7.393 -3.483 -0.143
C33 -7.517 -2.388 0.986
N6 -6.304 -2.006 1.682
C34 -5.694 -3.065 2.409
C35 -4.670 -2.488 3.382
O12 -3.264 -2.670 3.027
C36 -2.971 -2.052 1.792
H76 -4.774 -3.754 -2.145
H77 -6.428 -4.313 -2.571
H78 -5.508 -5.060 -1.340
H79 -7.136 -4.399 0.389
H80 -8.331 -3.500 -0.698
H81 -8.403 -2.551 1.600
H82 -7.815 -1.489 0.448
H83 -5.590 -1.881 0.978
H84 -5.209 -3.706 1.673
H85 -6.525 -3.595 2.875
H86 -4.766 -2.888 4.392
H87 -4.821 -1.460 3.712
H88 -3.393 -2.534 0.910
H89 -1.885 -2.053 1.689
H90 -3.230 -0.997 1.888
C37 -0.517 -2.432 -1.841
O13 -0.140 -3.870 -1.758
C38 -1.139 -4.732 -2.293
C39 -0.589 -6.218 -2.420
N7 -0.237 -6.558 -1.058
C40 0.403 -7.829 -0.869
C41 1.600 -7.689 0.067
O14 2.415 -6.486 -0.177
C42 3.293 -6.783 -1.274
H91 -0.666 -2.032 -2.844
H92 0.203 -1.801 -1.319
H93 -1.517 -2.372 -1.412
H94 -1.277 -4.458 -3.338
H95 -2.076 -4.649 -1.740
H96 0.230 -6.132 -3.133
H97 -1.326 -6.867 -2.893
H98 0.398 -5.846 -0.727
H99 0.728 -8.069 -1.881
H100 -0.433 -8.476 -0.601
H101 2.243 -8.568 0.036
H102 1.253 -7.752 1.098
H103 4.046 -7.550 -1.090
H104 3.720 -5.885 -1.720
H105 2.831 -7.118 -2.202
N8 4.403 -0.400 -3.660
C43 3.936 -0.002 -2.494
N9 4.392 1.175 -2.175
O15 3.313 -0.718 -1.701
H106 5.069 0.120 -4.214
H107 4.129 -1.323 -3.964
H108 4.972 1.622 -2.871
H109 4.340 1.477 -1.213
N10 1.337 -0.128 0.503
C44 0.213 0.557 0.518
N11 0.282 1.682 -0.159
O16 -0.831 0.340 1.204
H110 1.874 -0.166 -0.351
H111 1.428 -0.946 1.089
H112 1.183 2.052 -0.424
H113 -0.535 2.252 0.008

---

i) wins, 11.0 kcal/mol ahead of the next structure.